Entry 1:
Computed, not measured: a cluster of 7 separate species, H14O7 in total at a distorted geometry, with ωB97M-V/def2-TZVPD.

HOMO-LUMO gap	9.8	eV
max |F|	0.049	Eh/bohr
E_HOMO	-0.3585	Eh
SMILES	O.O.O.O.O.O.O

Structure (ORCA input):
```
! RIJCOSX wB97M-V def2-TZVPD def2/J DEFGRID3
* xyz 0 1
H 1.5870 -1.2536 0.4495
H 0.5010 -0.2820 0.8816
H -1.5033 -2.9636 -0.1040
H -0.3878 -1.9574 0.1274
H 2.5323 3.3482 0.3553
H 2.6312 2.2299 -0.6692
H -3.9653 -1.0327 -0.1960
H -3.9727 0.4868 -0.2301
H -1.0946 2.7762 -0.6898
H -1.9417 3.0512 0.5418
H -1.4710 -0.4079 0.4307
H -0.5892 0.6757 -0.1679
H 3.5927 -2.2398 -1.4224
H 3.5312 -1.9799 0.0738
O 0.8928 -1.1332 1.1072
O -0.9594 -2.5787 0.5925
O 2.9436 2.4896 0.2048
O -3.4307 -0.2759 -0.4613
O -1.0949 3.2710 0.1374
O -0.7915 -0.2641 -0.2376
O 2.9905 -1.9597 -0.7239
*
```

So, what does the Löwdin scheme give us? The charges, in e, come out as: number 1, H, carries 0.006; number 2, H, carries 0.015; number 3, H, carries 0.038; number 4, H, carries -0.016; number 5, H, carries 0.033; number 6, H, carries 0.029; number 7, H, carries 0.053; number 8, H, carries 0.044; number 9, H, carries 0.029; number 10, H, carries 0.037; number 11, H, carries 0.050; number 12, H, carries 0.044; number 13, H, carries 0.049; number 14, H, carries 0.053; number 15, O, carries -0.081; number 16, O, carries -0.086; number 17, O, carries -0.060; number 18, O, carries -0.045; number 19, O, carries -0.050; number 20, O, carries -0.094; number 21, O, carries -0.048

***

Entry 2:
Computed, not measured: a cluster of 4 separate species, C3H14NO3 in total at a distorted geometry, with ωB97M-V/def2-TZVPD.

HOMO-LUMO gap	11.3	eV
max |F|	0.042	Eh/bohr
E_HOMO	-0.5195	Eh

Structure (ORCA input):
```
! RIJCOSX wB97M-V def2-TZVPD def2/J DEFGRID3
* xyz 1 1
C -3.1688 -1.4797 -0.6847
C -1.7947 -1.5851 -0.0821
C -0.7081 -0.9746 -0.4942
N 0.5604 -1.3037 0.1564
H -3.9280 -1.6796 0.0642
H -3.3393 -0.4194 -0.9051
H -3.3259 -2.0332 -1.6018
H -1.7953 -2.3443 0.6983
H -0.7737 -0.1368 -1.1614
H 1.2165 -1.7380 -0.4819
H 0.9665 -0.4232 0.4867
H 0.5366 -1.9193 0.9665
H 2.5770 -0.3850 -2.7182
H 3.2265 -0.3270 -1.4046
O 2.4243 -0.5947 -1.7885
H 1.2509 1.7032 1.8460
H 2.0825 0.9509 2.6695
O 1.3839 0.7581 2.0398
H 0.2179 4.7232 1.2084
H 0.0984 4.2539 -0.2529
O 0.0510 3.9507 0.6587
*
```

So, what does the Löwdin scheme give us? The charges, in e, come out as: number 1, C, carries -0.069; number 2, C, carries -0.119; number 3, C, carries -0.086; number 4, N, carries 0.181; number 5, H, carries 0.081; number 6, H, carries 0.086; number 7, H, carries 0.089; number 8, H, carries 0.120; number 9, H, carries 0.136; number 10, H, carries 0.129; number 11, H, carries 0.106; number 12, H, carries 0.173; number 13, H, carries 0.073; number 14, H, carries 0.029; number 15, O, carries -0.017; number 16, H, carries 0.053; number 17, H, carries 0.060; number 18, O, carries -0.047; number 19, H, carries 0.043; number 20, H, carries 0.038; number 21, O, carries -0.058

***

Entry 3:
Computed, not measured: a cluster of 9 separate species, C38H71F5INO18 in total, with ωB97M-V/def2-TZVPD.

HOMO-LUMO gap	9.0	eV
max |F|	0.013	Eh/bohr
E_HOMO	-0.3286	Eh
SMILES	O=C(NI)OCCCC(F)(F)C(F)(F)F.CCOC(C)=O.CCOC(C)=O.CCOC(C)=O.CCOC(C)=O.CCOC(C)=O.CCOC(C)=O.CCOC(C)=O.CCOC(C)=O

Structure (ORCA input):
```
! RIJCOSX wB97M-V def2-TZVPD def2/J DEFGRID3
* xyz 0 1
O -1.7652 -1.9036 -2.2740
C -2.0806 -1.6159 -1.1543
N -1.8692 -0.3659 -0.5705
I 0.0407 0.3427 -0.8242
O -2.7257 -2.4542 -0.3018
C -2.1019 -3.7560 -0.1719
C -1.7249 -3.9908 1.2928
C -0.6940 -2.9717 1.7951
C -0.4339 -2.9733 3.2831
F 0.1497 -4.1451 3.6620
F 0.4521 -1.9727 3.5883
C -1.6848 -2.7543 4.2071
F -2.0592 -3.8982 4.7781
F -1.4182 -1.8724 5.1773
F -2.7318 -2.2810 3.5132
H -2.1014 -0.4084 0.4147
H -2.7817 -4.5480 -0.4783
H -1.2039 -3.7819 -0.7973
H -1.3265 -5.0120 1.3549
H -2.6497 -3.9648 1.8806
H 0.2771 -3.2158 1.3382
H -0.9301 -1.9501 1.4724
O 2.0186 1.4733 1.5867
C 3.1208 1.6618 2.0265
O 3.6986 2.8574 1.8158
C 4.9421 3.2463 2.4219
C 6.1329 2.7879 1.6066
C 3.8967 0.5760 2.7327
H 4.9900 2.9093 3.4564
H 4.9030 4.3325 2.4581
H 6.1886 1.7000 1.5474
H 7.0564 3.1542 2.0554
H 6.0621 3.1715 0.5885
H 4.4165 -0.0164 1.9792
H 3.1890 -0.0671 3.2516
H 4.6220 0.9438 3.4526
O 1.6488 2.2302 -2.9636
C 0.9452 3.2030 -3.0158
O 0.3981 3.5260 -4.2018
C -0.5992 4.5464 -4.3607
C 0.0109 5.9207 -4.5284
C 0.7254 4.1029 -1.8253
H -1.3159 4.5050 -3.5397
H -1.1334 4.2648 -5.2669
H 0.5658 6.2253 -3.6398
H -0.7709 6.6570 -4.7153
H 0.6946 5.9235 -5.3767
H 1.5370 4.8300 -1.7961
H 0.7719 3.4956 -0.9245
H -0.2235 4.6326 -1.8369
O -2.0431 -6.1992 -1.6261
C -0.9846 -6.7710 -1.6405
O 0.1128 -6.0014 -1.7286
C 1.4596 -6.4521 -1.5129
C 2.0776 -7.0421 -2.7588
C -0.8517 -8.2701 -1.6081
H 1.5023 -7.1392 -0.6641
H 1.9924 -5.5525 -1.2280
H 1.5520 -7.9430 -3.0802
H 3.1208 -7.2918 -2.5728
H 2.0335 -6.3199 -3.5739
H -0.9187 -8.6405 -2.6308
H -1.6860 -8.6718 -1.0386
H 0.0778 -8.6208 -1.1653
O 5.1888 5.1751 5.2786
C 4.3897 6.0702 5.3109
O 3.6350 6.2870 4.2149
C 2.5341 7.2037 4.1936
C 2.9756 8.6192 3.8884
C 4.2609 6.9880 6.5022
H 1.9662 7.1407 5.1226
H 1.8874 6.8310 3.4010
H 3.6353 9.0116 4.6625
H 2.1087 9.2758 3.8130
H 3.5173 8.6474 2.9431
H 4.9891 7.7916 6.3953
H 4.5054 6.4163 7.3934
H 3.2732 7.4225 6.6299
O -7.5129 -6.8426 0.6521
C -7.4880 -5.6691 0.3996
O -6.8947 -5.2686 -0.7421
C -6.9726 -3.9182 -1.2187
C -5.9158 -3.0343 -0.5955
C -8.0381 -4.6359 1.3568
H -7.9778 -3.5206 -1.0713
H -6.8166 -3.9970 -2.2935
H -6.0537 -2.9573 0.4829
H -5.9659 -2.0290 -1.0144
H -4.9242 -3.4389 -0.7810
H -7.2582 -4.3854 2.0756
H -8.8696 -5.0866 1.8925
H -8.3828 -3.7183 0.8891
O 4.2609 -4.9751 -1.4169
C 4.5147 -4.0026 -0.7576
O 5.7337 -3.9037 -0.1974
C 6.1920 -2.7120 0.4521
C 5.7618 -2.6494 1.9028
C 3.4767 -2.9349 -0.4918
H 5.8822 -1.8284 -0.1078
H 7.2771 -2.7664 0.3829
H 4.6764 -2.6068 2.0005
H 6.1845 -1.7660 2.3832
H 6.1087 -3.5344 2.4358
H 2.8917 -3.2341 0.3788
H 2.8141 -2.8814 -1.3526
H 3.8834 -1.9429 -0.3150
O -7.3164 -0.5696 1.9530
C -6.6538 -0.1140 2.8427
O -7.2614 0.1682 4.0144
C -6.5409 0.5406 5.1940
C -6.2555 2.0267 5.2449
C -5.1879 0.2122 2.6693
H -5.6329 -0.0556 5.2940
H -7.1981 0.2562 6.0142
H -5.6076 2.3404 4.4263
H -5.7679 2.2848 6.1854
H -7.1858 2.5895 5.1681
H -5.1036 1.2134 2.2474
H -4.7630 -0.4994 1.9644
H -4.6098 0.1649 3.5882
O -0.0015 6.1739 -8.9857
C 0.5441 5.1082 -8.9046
O 0.7876 4.6035 -7.6790
C 1.2734 3.2707 -7.4575
C 2.7832 3.1960 -7.5302
C 1.0195 4.3565 -10.1255
H 0.7926 2.5656 -8.1369
H 0.9407 3.0245 -6.4527
H 3.1550 3.4491 -8.5240
H 3.1206 2.1898 -7.2820
H 3.2255 3.8957 -6.8207
H 2.0141 4.7186 -10.3847
H 0.3431 4.5867 -10.9444
H 1.0590 3.2779 -10.0011
*
```

Here are the Löwdin charges for atoms 1 to 99, given in e: number 1, O, carries 0.084; number 2, C, carries -0.736; number 3, N, carries -0.371; number 4, I, carries 1.077; number 5, O, carries -0.045; number 6, C, carries -0.152; number 7, C, carries -0.123; number 8, C, carries -0.071; number 9, C, carries -0.414; number 10, F, carries 0.112; number 11, F, carries 0.095; number 12, C, carries -0.533; number 13, F, carries 0.173; number 14, F, carries 0.163; number 15, F, carries 0.147; number 16, H, carries 0.030; number 17, H, carries 0.104; number 18, H, carries 0.123; number 19, H, carries 0.131; number 20, H, carries 0.118; number 21, H, carries 0.134; number 22, H, carries 0.107; number 23, O, carries 0.011; number 24, C, carries -0.525; number 25, O, carries 0.005; number 26, C, carries -0.230; number 27, C, carries -0.057; number 28, C, carries 0.022; number 29, H, carries 0.107; number 30, H, carries 0.113; number 31, H, carries 0.063; number 32, H, carries 0.084; number 33, H, carries 0.083; number 34, H, carries 0.072; number 35, H, carries 0.091; number 36, H, carries 0.076; number 37, O, carries 0.024; number 38, C, carries -0.561; number 39, O, carries -0.023; number 40, C, carries -0.223; number 41, C, carries -0.054; number 42, C, carries 0.006; number 43, H, carries 0.114; number 44, H, carries 0.122; number 45, H, carries 0.068; number 46, H, carries 0.086; number 47, H, carries 0.073; number 48, H, carries 0.098; number 49, H, carries 0.055; number 50, H, carries 0.073; number 51, O, carries 0.093; number 52, C, carries -0.516; number 53, O, carries -0.005; number 54, C, carries -0.228; number 55, C, carries -0.060; number 56, C, carries 0.022; number 57, H, carries 0.120; number 58, H, carries 0.090; number 59, H, carries 0.068; number 60, H, carries 0.078; number 61, H, carries 0.088; number 62, H, carries 0.098; number 63, H, carries 0.093; number 64, H, carries 0.072; number 65, O, carries 0.103; number 66, C, carries -0.525; number 67, O, carries -0.008; number 68, C, carries -0.233; number 69, C, carries -0.063; number 70, C, carries 0.015; number 71, H, carries 0.112; number 72, H, carries 0.124; number 73, H, carries 0.069; number 74, H, carries 0.083; number 75, H, carries 0.084; number 76, H, carries 0.097; number 77, H, carries 0.092; number 78, H, carries 0.071; number 79, O, carries 0.099; number 80, C, carries -0.531; number 81, O, carries 0.001; number 82, C, carries -0.225; number 83, C, carries -0.054; number 84, C, carries 0.012; number 85, H, carries 0.112; number 86, H, carries 0.123; number 87, H, carries 0.063; number 88, H, carries 0.091; number 89, H, carries 0.062; number 90, H, carries 0.093; number 91, H, carries 0.089; number 92, H, carries 0.069; number 93, O, carries 0.099; number 94, C, carries -0.511; number 95, O, carries 0.007; number 96, C, carries -0.230; number 97, C, carries -0.067; number 98, C, carries 0.020; number 99, H, carries 0.112

***

Entry 4:
Computed, not measured: the molecule C16H21N5OS at a distorted geometry, with ωB97M-V/def2-TZVPD.

HOMO-LUMO gap	9.0	eV
max |F|	0.032	Eh/bohr
E_HOMO	-0.3063	Eh
SMILES	Cc1nnc(NC(=O)CN2CCN(Cc3ccccc3)CC2)s1

Structure (ORCA input):
```
! RIJCOSX wB97M-V def2-TZVPD def2/J DEFGRID3
* xyz 0 1
C 4.6443 0.6407 -0.6306
C 3.3422 0.8732 0.0304
N 3.1398 0.7694 1.2929
N 1.8979 1.0496 1.6761
C 1.1335 1.3773 0.6893
N -0.1793 1.7370 0.8430
C -0.9677 2.0987 -0.2183
O -0.5275 2.1226 -1.3467
C -2.4106 2.4421 0.1375
N -3.3503 1.3428 0.1460
C -3.3726 0.4631 1.2941
C -2.4074 -0.7257 1.2052
N -2.6635 -1.4562 -0.0207
C -2.4856 -0.5909 -1.1727
C -3.4671 0.5826 -1.0819
H -3.3222 1.2513 -1.9309
H -4.4860 0.1828 -1.1121
H -2.7066 -1.1671 -2.0741
H -1.4532 -0.2138 -1.2527
C -1.9165 -2.7056 -0.1099
C -0.4147 -2.5458 -0.1063
C 0.2842 -2.3696 -1.2947
C 1.6567 -2.1926 -1.2866
C 2.3497 -2.1851 -0.0882
C 1.6625 -2.3425 1.1028
C 0.2911 -2.5233 1.0917
H -0.2369 -2.6635 2.0247
H 2.1974 -2.3219 2.0403
H 3.4219 -2.0600 -0.0766
H 2.1848 -2.0637 -2.2207
H -0.2483 -2.3847 -2.2353
H -2.2362 -3.2032 -1.0298
H -2.2248 -3.3216 0.7404
H -2.5926 -1.3940 2.0503
H -1.3610 -0.3816 1.2651
H -3.1789 1.0413 2.2005
H -4.3904 0.0619 1.3536
H -2.4457 2.9273 1.1168
H -2.7569 3.1544 -0.6195
H -0.5307 1.7428 1.7904
S 1.9066 1.3565 -0.8725
H 5.3521 0.2499 0.0953
H 5.0283 1.5762 -1.0361
H 4.5317 -0.0618 -1.4541
*
```

So, what does the Löwdin scheme give us? The charges, in e, come out as: number 1, C, carries -0.090; number 2, C, carries -0.656; number 3, N, carries -0.011; number 4, N, carries 0.009; number 5, C, carries -0.585; number 6, N, carries 0.110; number 7, C, carries -0.467; number 8, O, carries -0.003; number 9, C, carries -0.098; number 10, N, carries -0.161; number 11, C, carries -0.160; number 12, C, carries -0.179; number 13, N, carries -0.151; number 14, C, carries -0.168; number 15, C, carries -0.151; number 16, H, carries 0.125; number 17, H, carries 0.124; number 18, H, carries 0.127; number 19, H, carries 0.109; number 20, C, carries -0.149; number 21, C, carries -0.219; number 22, C, carries -0.050; number 23, C, carries -0.095; number 24, C, carries -0.109; number 25, C, carries -0.080; number 26, C, carries -0.051; number 27, H, carries 0.111; number 28, H, carries 0.107; number 29, H, carries 0.099; number 30, H, carries 0.104; number 31, H, carries 0.112; number 32, H, carries 0.123; number 33, H, carries 0.123; number 34, H, carries 0.126; number 35, H, carries 0.101; number 36, H, carries 0.119; number 37, H, carries 0.124; number 38, H, carries 0.126; number 39, H, carries 0.133; number 40, H, carries 0.154; number 41, S, carries 1.134; number 42, H, carries 0.084; number 43, H, carries 0.078; number 44, H, carries 0.070

***

Entry 5:
Computed, not measured: a cluster of 6 separate species, C6H24N12O6 in total at a distorted geometry, with ωB97M-V/def2-TZVPD.

HOMO-LUMO gap	9.2	eV
max |F|	0.096	Eh/bohr
E_HOMO	-0.3306	Eh
SMILES	NC(N)=O.NC(N)=O.NC(N)=O.NC(N)=O.NC(N)=O.NC(N)=O

Structure (ORCA input):
```
! RIJCOSX wB97M-V def2-TZVPD def2/J DEFGRID3
* xyz 0 1
C -0.3695 0.3808 3.3743
O -0.1849 1.5420 2.9764
N -0.2673 -0.6663 2.6292
N -0.4761 0.2070 4.7356
H -0.4627 -1.6096 2.9484
H -0.0212 -0.6071 1.6947
H -0.2109 -0.6763 5.1267
H -0.0070 1.0138 5.1847
C -2.3068 -0.1645 -3.4517
O -1.1301 0.1989 -3.4789
N -3.2226 0.8322 -3.3842
N -2.6725 -1.5590 -3.5506
H -2.8818 1.7358 -3.2042
H -4.2007 0.6525 -3.3732
H -1.8609 -2.1577 -3.5562
H -3.4943 -1.7889 -3.0579
C -1.3144 3.3857 0.2972
O -1.4611 4.0834 -0.6696
N -1.0306 2.0177 0.1640
N -1.2529 3.8928 1.5697
H -0.7133 1.4669 0.9189
H -1.2263 1.5547 -0.6696
H -1.0346 3.3564 2.4301
H -1.1891 4.9137 1.6351
C 5.3497 -0.8369 -0.2251
O 4.8565 -0.2518 -1.1761
N 5.1098 -2.1936 -0.1046
N 6.1171 -0.2612 0.7320
H 4.7658 -2.6457 -0.9389
H 5.4221 -2.6886 0.6911
H 6.2150 0.7441 0.7439
H 6.7161 -0.8240 1.2750
C -3.4973 -1.5046 -0.3039
O -4.4871 -1.7910 -1.0263
N -2.2698 -2.2436 -0.2906
N -3.3550 -0.3398 0.3919
H -1.4706 -1.7194 -0.5684
H -2.4395 -3.1023 -0.8415
H -4.1154 0.2901 0.3581
H -2.6327 -0.1839 1.0311
C 1.2765 -0.5501 -0.6767
O 0.1209 -0.7083 -0.1976
N 1.4086 -0.5564 -2.0419
N 2.2635 -0.2042 0.0691
H 0.5187 -0.5449 -2.4676
H 2.0797 0.0588 -2.4700
H 3.2151 -0.0193 -0.1517
H 1.8240 0.0718 0.8998
*
```

So, what does the Löwdin scheme give us? The charges, in e, come out as: number 1, C, carries -0.682; number 2, O, carries -0.018; number 3, N, carries 0.210; number 4, N, carries 0.137; number 5, H, carries 0.136; number 6, H, carries 0.022; number 7, H, carries 0.084; number 8, H, carries 0.122; number 9, C, carries -0.599; number 10, O, carries -0.015; number 11, N, carries 0.179; number 12, N, carries 0.158; number 13, H, carries 0.094; number 14, H, carries 0.097; number 15, H, carries 0.092; number 16, H, carries 0.035; number 17, C, carries -0.673; number 18, O, carries 0.025; number 19, N, carries 0.168; number 20, N, carries 0.134; number 21, H, carries 0.017; number 22, H, carries 0.053; number 23, H, carries 0.076; number 24, H, carries 0.106; number 25, C, carries -0.683; number 26, O, carries 0.006; number 27, N, carries 0.161; number 28, N, carries 0.173; number 29, H, carries 0.114; number 30, H, carries 0.081; number 31, H, carries 0.119; number 32, H, carries 0.086; number 33, C, carries -0.593; number 34, O, carries -0.033; number 35, N, carries 0.121; number 36, N, carries 0.184; number 37, H, carries 0.018; number 38, H, carries 0.099; number 39, H, carries 0.098; number 40, H, carries 0.057; number 41, C, carries -0.630; number 42, O, carries -0.069; number 43, N, carries 0.193; number 44, N, carries 0.232; number 45, H, carries 0.035; number 46, H, carries 0.109; number 47, H, carries 0.066; number 48, H, carries 0.096